# 1
Computed, not measured: C29H36IrN5O3SSe2Te2 as an isolated structure in a non-equilibrium geometry, with ωB97M-V with the def2-TZVPD basis set.

The calculation puts the total energy at -203199.3039 eV. The LUMO energy (spin up / spin down) comes out at -2.4 / -6.0 eV. The highest occupied orbital energy (spin up / spin down) comes out at -8.55 / -9.50 eV. The multiplicity is 6. Its charge is +1.

Each line ends with the Mulliken charge.
Geometry (Å):
Ir (0.407, 0.472, -0.295)  2.16
Se (2.471, 1.106, -1.878)  -0.27
Te (4.243, -0.509, -1.627)  0.12
Te (3.026, -2.689, -0.555)  0.01
Se (0.665, -1.997, -0.332)  -0.25
C (-5.024, -0.044, 1.324)  -0.97
N (-4.339, -0.245, 0.066)  0.25
C (-5.050, -0.760, -1.103)  -0.63
C (-3.927, -0.940, -2.137)  -0.48
N (-2.731, -0.793, -1.315)  0.10
C (-3.004, -0.314, -0.095)  0.21
S (-1.856, 0.116, 1.072)  -0.62
H (-5.618, 0.872, 1.303)  0.21
H (-4.290, 0.022, 2.123)  0.33
H (-5.689, -0.887, 1.518)  0.35
H (-5.810, -0.050, -1.429)  0.36
H (-5.547, -1.702, -0.859)  0.37
H (-3.957, -0.178, -2.919)  0.17
H (-3.955, -1.920, -2.609)  0.37
H (-1.818, -0.641, -1.721)  0.14
C (4.037, 6.897, -0.538)  -1.08
C (2.628, 7.147, -0.022)  -0.84
N (1.928, 5.915, 0.353)  0.27
C (0.862, 5.448, -0.524)  -0.22
C (1.359, 4.941, -1.871)  -0.71
C (2.260, 5.357, 1.541)  0.16
O (3.086, 5.844, 2.295)  -0.64
C (1.629, 4.044, 1.921)  0.31
C (1.114, 3.892, 3.200)  -0.38
C (0.621, 2.656, 3.584)  -0.95
C (0.652, 1.616, 2.674)  -0.61
N (1.163, 1.750, 1.444)  -0.52
C (1.655, 2.942, 1.088)  0.21
H (4.496, 7.840, -0.836)  0.38
H (4.030, 6.232, -1.402)  0.26
H (4.649, 6.451, 0.244)  0.32
H (2.019, 7.640, -0.782)  0.41
H (2.666, 7.794, 0.854)  0.45
H (0.170, 6.283, -0.680)  0.43
H (0.306, 4.660, -0.022)  -0.27
H (1.827, 5.739, -2.449)  0.46
H (0.522, 4.550, -2.453)  0.02
H (2.090, 4.140, -1.744)  0.15
H (1.128, 4.732, 3.884)  0.56
H (0.227, 2.491, 4.577)  0.52
H (0.284, 0.631, 2.934)  0.65
H (2.095, 2.995, 0.100)  0.30
C (-5.083, 4.023, 3.760)  -1.66
C (-5.277, 3.885, 2.274)  0.90
C (-6.567, 3.817, 1.746)  -0.88
C (-6.801, 3.649, 0.381)  -1.21
C (-5.743, 3.565, -0.486)  -0.64
C (-4.428, 3.674, 0.021)  0.57
N (-3.339, 3.534, -0.787)  0.33
C (-3.237, 3.605, -2.159)  0.40
C (-4.101, 4.375, -2.956)  -0.46
C (-3.944, 4.371, -4.325)  -0.78
C (-2.945, 3.601, -4.918)  -0.63
C (-2.072, 2.855, -4.131)  -0.86
C (-2.182, 2.872, -2.755)  0.61
C (-1.201, 2.098, -1.913)  0.44
O (-0.766, 1.014, -2.342)  -1.07
O (-0.875, 2.576, -0.788)  -1.08
C (-4.184, 3.822, 1.414)  1.29
C (-2.781, 3.879, 1.947)  -1.60
H (-6.034, 3.942, 4.282)  0.42
H (-4.646, 4.992, 4.011)  0.35
H (-4.415, 3.253, 4.147)  0.33
H (-7.409, 3.869, 2.426)  0.40
H (-7.812, 3.554, 0.009)  0.42
H (-5.906, 3.354, -1.532)  0.71
H (-2.437, 3.224, -0.366)  -0.15
H (-4.843, 5.008, -2.491)  0.70
H (-4.593, 4.981, -4.938)  0.45
H (-2.837, 3.595, -5.994)  0.47
H (-1.286, 2.261, -4.577)  0.53
H (-2.076, 4.320, 1.244)  0.25
H (-2.425, 2.870, 2.183)  0.23
H (-2.736, 4.470, 2.859)  0.62

Force components x, y, z for each atom (eV/Å):
Ir 0.37 -0.92 -0.20
Se -0.22 -0.09 0.30
Te -0.14 -0.02 -0.02
Te 0.25 -0.03 -0.08
Se -0.14 0.68 0.20
C 0.01 0.00 -0.05
N 0.03 0.03 0.08
C 0.02 0.06 0.00
C 0.03 -0.02 0.08
N -0.01 0.03 -0.03
C -0.12 -0.11 -0.05
S 0.07 0.13 -0.16
H -0.02 0.02 -0.03
H 0.01 0.01 -0.01
H 0.01 -0.01 0.02
H -0.03 -0.02 0.00
H 0.03 -0.03 0.03
H 0.01 0.04 0.01
H -0.01 0.01 -0.03
H 0.00 -0.05 0.01
C 0.00 -0.01 0.01
C 0.01 -0.03 -0.02
N -0.01 -0.01 -0.01
C -0.07 0.08 -0.01
C 0.03 0.00 0.00
C 0.22 -0.17 -0.19
O -0.12 0.12 0.10
C -0.01 0.07 0.14
C 0.02 -0.01 0.05
C 0.01 -0.02 0.00
C 0.14 -0.10 0.02
N -0.31 0.15 -0.01
C 0.04 -0.11 -0.01
H 0.01 -0.01 0.00
H 0.00 0.01 0.00
H -0.01 0.00 -0.02
H 0.00 0.01 0.01
H -0.01 0.02 0.00
H -0.02 -0.02 0.00
H -0.03 0.04 -0.02
H 0.02 -0.01 0.01
H 0.00 0.02 0.01
H -0.02 0.04 -0.05
H 0.01 -0.01 -0.01
H 0.00 0.00 -0.01
H -0.05 0.01 -0.04
H -0.06 0.00 0.04
C -0.03 0.01 -0.02
C -0.02 0.02 0.04
C 0.01 -0.01 0.05
C 0.03 -0.01 -0.02
C -0.01 0.02 0.02
C 0.10 -0.12 -0.04
N 0.12 -0.06 0.19
C 0.03 -0.06 -0.22
C 0.08 -0.05 0.12
C 0.04 -0.02 -0.05
C -0.01 0.00 0.02
C 0.00 0.04 -0.07
C -0.09 0.01 0.10
C -0.02 0.14 0.19
O 0.01 -0.02 -0.13
O -0.16 0.26 -0.21
C 0.04 -0.04 0.03
C 0.00 0.03 0.02
H 0.00 0.00 0.00
H 0.00 -0.01 0.00
H 0.00 0.00 -0.01
H 0.00 0.01 -0.01
H -0.01 0.00 0.02
H 0.02 0.01 -0.01
H -0.09 0.10 -0.04
H -0.01 -0.01 0.00
H 0.01 0.00 -0.01
H 0.00 0.00 0.01
H -0.02 0.00 -0.01
H 0.02 0.02 0.00
H 0.01 -0.01 -0.03
H -0.01 -0.01 0.00



# 2
Computed, not measured: a 3-piece molecular cluster, C29H36N4O7Si overall in a non-equilibrium geometry, with ωB97M-V with the def2-TZVPD basis set.

The calculation puts the total energy at -58799.2606 eV. The LUMO energy comes out at -7.7 eV. The highest occupied orbital energy comes out at -13.79 eV. Its charge is +2.

Each line ends with the Mulliken charge.
Geometry (Å):
C (-3.297, 6.668, -0.633)  -0.96
Si (-1.552, 6.226, -1.269)  0.23
C (-0.279, 7.392, -0.371)  -0.97
C (-1.297, 6.585, -3.156)  -0.86
N (-1.013, 4.534, -0.839)  0.32
C (-1.775, 3.608, -0.049)  -0.12
C (-1.269, 2.169, 0.347)  -0.57
C (0.137, 1.762, -0.158)  0.39
C (0.877, 0.386, 0.148)  0.40
C (1.205, -0.075, 1.619)  -0.58
C (1.983, -1.431, 1.785)  -0.25
N (2.401, -2.233, 0.641)  0.46
C (3.191, -3.524, 0.788)  -0.44
O (4.268, -3.484, -0.180)  -0.34
C (5.432, -2.782, 0.379)  -0.36
O (5.295, -1.357, 0.218)  -0.24
C (5.930, -0.613, 1.291)  -0.40
C (4.871, 0.310, 2.117)  0.18
O (5.664, 1.380, 2.703)  -0.54
C (2.072, -1.821, -0.717)  -0.12
C (1.310, -0.512, -1.063)  -0.63
C (0.941, 2.781, -1.062)  -0.72
C (0.304, 4.154, -1.361)  -0.23
H (-3.352, 6.843, 0.504)  0.32
H (-3.655, 7.658, -1.116)  0.35
H (-4.005, 5.818, -0.924)  0.27
H (-0.256, 8.408, -0.890)  0.32
H (0.767, 6.893, -0.415)  0.31
H (-0.561, 7.433, 0.738)  0.30
H (-1.831, 5.834, -3.830)  0.30
H (-1.673, 7.670, -3.298)  0.33
H (-0.152, 6.571, -3.310)  0.31
H (-2.805, 3.955, 0.339)  0.48
H (-1.879, 1.453, 1.002)  0.41
H (0.906, 0.531, 2.537)  0.42
H (2.276, -1.849, 2.820)  0.48
H (3.588, -3.667, 1.859)  0.21
H (2.459, -4.375, 0.552)  0.34
H (5.627, -3.117, 1.466)  0.36
H (6.340, -3.153, -0.236)  0.29
H (6.545, -1.252, 2.017)  0.33
H (6.672, 0.145, 0.827)  0.24
H (4.127, 0.828, 1.394)  -0.05
H (4.296, -0.297, 2.914)  0.11
H (5.462, 2.223, 2.228)  0.34
H (2.394, -2.485, -1.598)  0.40
H (1.087, -0.232, -2.159)  0.43
H (1.984, 2.511, -1.449)  0.43
H (0.900, 4.882, -2.016)  0.33
C (-5.976, -0.397, -1.448)  -0.46
C (-5.276, 0.632, -0.825)  -0.44
C (-4.767, 1.684, -1.579)  0.13
C (-4.969, 1.698, -2.958)  -0.23
C (-5.663, 0.666, -3.589)  -0.36
C (-6.166, -0.383, -2.827)  -0.49
N (-4.458, 2.817, -3.755)  1.01
O (-3.834, 3.701, -3.172)  -0.63
O (-4.683, 2.810, -4.952)  -0.56
H (-6.377, -1.214, -0.856)  0.39
H (-5.130, 0.615, 0.251)  0.41
H (-4.224, 2.480, -1.082)  0.35
H (-5.820, 0.667, -4.662)  0.47
H (-6.710, -1.190, -3.307)  0.40
C (1.738, -6.349, 2.870)  -0.52
C (0.455, -5.810, 2.916)  -0.40
C (-0.642, -6.592, 2.569)  -0.32
C (-0.442, -7.915, 2.181)  0.01
C (0.840, -8.459, 2.125)  -0.34
C (1.932, -7.669, 2.472)  -0.53
N (-1.598, -8.749, 1.839)  0.99
O (-2.705, -8.232, 1.881)  -0.58
O (-1.388, -9.913, 1.535)  -0.57
H (2.592, -5.738, 3.147)  0.54
H (0.310, -4.780, 3.226)  0.41
H (-1.636, -6.160, 2.610)  0.44
H (1.003, -9.487, 1.820)  0.46
H (2.934, -8.083, 2.435)  0.40

Force components x, y, z for each atom (eV/Å):
C -0.66 -0.33 0.38
Si -0.15 3.68 -0.56
C 0.49 -1.25 0.31
C 0.30 -0.31 0.50
N 1.72 -4.53 0.75
C 2.09 -1.91 -0.04
C 2.72 2.37 -2.15
C -0.62 2.59 -0.85
C 0.98 -2.20 0.44
C 1.22 -2.72 -3.51
C -0.99 1.70 -2.27
N -2.34 3.72 -0.46
C 0.59 -0.90 -0.62
O -0.43 0.69 2.59
C 1.32 -0.71 -0.81
O 0.16 -1.41 1.58
C 0.31 1.77 0.45
C 0.48 0.32 -1.06
O -1.08 -0.16 -0.50
C -1.28 2.52 0.73
C 1.03 -1.21 4.29
C -3.72 1.21 1.48
C -0.06 -3.44 1.57
H 0.18 -0.42 -1.71
H 0.67 -1.74 0.56
H 0.57 1.34 0.38
H -0.03 -1.34 0.92
H -1.51 1.08 0.01
H 0.45 0.35 -1.55
H 0.76 1.23 0.73
H 0.57 -1.85 0.07
H -1.80 0.08 -0.13
H 1.94 -0.45 -0.84
H 0.88 1.42 -1.19
H 0.54 -1.00 -1.50
H -0.55 0.80 -1.95
H -0.77 0.62 -1.55
H 1.26 1.18 0.14
H -0.61 0.72 -1.44
H -1.66 0.56 0.79
H -1.02 0.69 -1.07
H -1.22 -1.33 0.64
H 0.97 -1.36 0.94
H 1.01 1.12 -1.05
H 0.29 -1.18 0.65
H -0.34 0.92 1.86
H 0.41 -0.59 2.09
H -1.82 0.57 0.61
H -1.35 -0.98 1.20
C 0.00 -0.03 -0.03
C 0.04 0.03 -0.26
C 0.00 -0.07 0.07
C -0.28 -0.58 0.44
C -0.01 0.01 -0.10
C 0.13 0.17 0.18
N -0.05 0.22 -0.73
O -0.03 -0.25 -0.03
O 0.24 0.05 0.88
H 0.04 0.11 -0.08
H -0.05 0.03 -0.12
H -0.12 0.01 -0.27
H 0.10 0.19 0.15
H 0.07 0.14 0.02
C -0.05 -0.01 -0.09
C 0.13 -0.23 -0.16
C -0.11 0.06 -0.01
C 0.77 0.54 0.25
C -0.01 -0.06 -0.01
C -0.15 0.16 0.00
N -0.79 -0.65 -0.24
O 0.68 -0.10 0.00
O 0.04 0.74 0.19
H -0.05 -0.12 0.05
H -0.07 -0.12 0.03
H 0.05 -0.29 -0.04
H -0.24 0.12 0.04
H -0.15 -0.01 0.01



# 3
Computed, not measured: C29H36N8Tm as an isolated structure in a non-equilibrium geometry, with ωB97M-V with the def2-TZVPD basis set.

The calculation puts the total energy at -72100.8007 eV. The LUMO energy (spin up / spin down) comes out at 2.3 / 2.3 eV. The highest occupied orbital energy (spin up / spin down) comes out at -0.06 / -0.02 eV. The multiplicity is 3. Its charge is -1.

Each line ends with the Mulliken charge.
Geometry (Å):
Tm (-0.060, 0.074, 0.755)  -1.03
N (-1.283, -2.189, 2.615)  0.14
N (-0.217, -2.062, -0.749)  -0.05
C (1.481, 1.922, 0.141)  0.98
C (2.287, 0.769, 0.434)  0.72
C (2.102, 0.444, 1.818)  0.51
C (2.700, -0.723, 2.515)  -1.17
H (3.206, -1.393, 1.806)  0.43
H (1.946, -1.315, 3.061)  -0.29
H (3.443, -0.391, 3.257)  0.38
C (1.237, 1.430, 2.390)  0.91
C (0.777, 1.473, 3.800)  -0.84
H (1.383, 2.155, 4.418)  0.34
H (0.787, 0.477, 4.269)  0.07
H (-0.268, 1.812, 3.838)  0.31
C (0.798, 2.308, 1.346)  0.21
C (-0.359, 3.241, 1.432)  -1.55
H (-1.157, 2.847, 2.086)  0.30
H (-0.806, 3.417, 0.441)  0.27
H (-0.056, 4.214, 1.841)  0.36
C (3.221, 0.057, -0.473)  -1.71
H (4.211, -0.024, -0.006)  0.45
H (3.340, 0.593, -1.417)  0.49
H (2.888, -0.967, -0.701)  0.15
C (1.345, 2.596, -1.176)  -1.41
H (0.289, 2.705, -1.476)  0.08
H (1.852, 2.031, -1.967)  0.10
H (1.789, 3.604, -1.128)  0.40
C (-2.148, -2.632, 3.555)  0.04
H (-2.353, -2.039, 4.437)  0.31
C (-2.756, -3.861, 3.408)  -0.83
H (-3.446, -4.154, 4.196)  0.40
C (-2.446, -4.661, 2.307)  -0.72
H (-2.935, -5.628, 2.194)  0.31
C (-1.514, -4.228, 1.367)  -0.54
H (-1.312, -4.852, 0.492)  0.14
C (-0.875, -2.981, 1.508)  0.85
C (0.068, -2.337, 0.621)  -0.89
H (1.162, -2.329, 0.845)  0.10
C (-0.219, -0.773, -1.284)  0.12
C (-0.411, -2.986, -1.783)  -0.28
H (-0.455, -4.035, -1.577)  0.58
C (-0.516, -2.291, -2.920)  -0.83
H (-0.704, -2.634, -3.916)  0.48
N (-0.372, -0.943, -2.615)  1.11
C (-0.314, 0.172, -3.512)  -0.62
C (0.920, 0.532, -4.076)  0.84
C (0.981, 1.678, -4.876)  -0.78
H (1.927, 1.950, -5.352)  0.29
C (-0.148, 2.475, -5.076)  0.96
C (-0.093, 3.670, -5.985)  -1.46
H (-0.130, 4.613, -5.418)  0.28
H (-0.948, 3.666, -6.676)  0.36
H (0.833, 3.654, -6.571)  0.37
C (-1.331, 2.156, -4.406)  -1.23
H (-2.210, 2.793, -4.530)  0.31
C (-1.420, 1.027, -3.587)  1.49
C (-2.676, 0.727, -2.842)  -1.46
H (-3.126, -0.225, -3.152)  0.29
H (-3.396, 1.522, -3.059)  0.45
H (-2.533, 0.700, -1.752)  0.04
C (2.155, -0.275, -3.842)  -1.69
H (2.304, -1.024, -4.632)  0.37
H (2.132, -0.798, -2.881)  0.06
H (3.033, 0.385, -3.849)  0.43
N (-2.418, 0.676, 5.291)  -0.82
N (-2.064, -0.387, 4.434)  0.06
N (0.023, -1.396, 5.911)  -0.48
C (0.568, -2.083, 5.148)  0.29
N (-1.216, -0.819, 2.428)  0.54
N (-1.782, 0.021, 3.269)  -0.45
H (-3.284, 1.105, 4.956)  0.21
H (-2.510, 0.378, 6.268)  0.20
H (1.081, -2.631, 4.366)  0.26

Force components x, y, z for each atom (eV/Å):
Tm -2.26 -0.24 1.73
N 0.99 1.83 1.30
N 0.21 0.19 -2.39
C 0.52 -0.41 0.97
C -0.25 1.11 0.78
C 0.10 1.33 -0.47
C 0.41 -0.33 0.50
H -0.15 0.14 0.20
H 0.25 0.26 -0.30
H -0.07 -0.15 -0.09
C 0.35 -0.12 -0.73
C -0.43 -0.01 0.57
H -0.06 -0.17 -0.18
H 0.03 0.41 -0.13
H 0.35 -0.06 0.23
C 1.10 -0.97 -0.25
C -0.32 0.59 0.16
H 0.27 0.11 -0.17
H 0.15 0.02 0.26
H -0.17 -0.03 -0.07
C 0.34 -0.27 -0.23
H -0.10 -0.01 -0.15
H 0.01 -0.10 0.09
H 0.07 0.10 -0.01
C -0.04 0.32 -0.39
H 0.30 0.02 -0.02
H -0.15 0.18 0.14
H -0.17 -0.22 -0.17
C -2.28 -3.67 0.89
H 0.27 -0.58 -0.66
C 0.55 1.78 0.70
H 0.14 -0.17 -0.15
C -0.24 -1.78 -1.13
H 0.10 0.18 -0.14
C 0.21 0.99 0.67
H 0.19 0.21 0.30
C -0.81 -1.21 -1.25
C 1.45 1.02 0.75
H -0.47 -0.62 -0.47
C 0.06 -2.03 -0.93
C -0.04 0.55 1.15
H -0.02 -0.15 -0.03
C -0.18 0.32 -0.82
H 0.03 0.02 -0.26
N 0.04 -0.15 0.25
C 0.53 0.61 0.32
C -0.56 0.07 -0.30
C -0.38 -0.09 0.06
H -0.24 -0.07 0.15
C 0.05 -0.20 0.19
C 0.03 0.21 -0.13
H 0.02 -0.25 -0.14
H 0.24 0.04 0.13
H -0.22 0.11 0.07
C 0.22 -0.25 0.06
H 0.23 -0.14 0.08
C 0.20 -0.04 -0.56
C -0.60 0.20 0.00
H 0.17 0.09 0.17
H -0.04 -0.15 0.10
H 0.05 -0.13 -0.26
C 0.45 -0.23 -0.01
H -0.06 0.10 0.15
H -0.05 0.08 -0.22
H -0.17 -0.19 -0.01
N -0.45 1.23 -0.29
N 0.47 1.36 0.55
N 1.27 -1.47 -0.95
C -0.66 1.08 0.84
N -0.82 -0.34 -1.04
N 0.34 0.43 1.15
H 0.19 -0.04 0.35
H -0.03 -0.35 -0.96
H -0.49 0.11 0.49